A cluster of 3 separate species, C5H11NO2 in total in a non-equilibrium geometry, computed with ωB97M-V/def2-TZVPD.

Results
**Electronic energy**: -402.30410 a.u.
**Frontier orbital gap (alpha / beta)**: 2.875 / 8.293 eV
**HOMO (alpha / beta)**: 0.79 / -4.75 eV
**<S²>**: 0.7503
**Multiplicity**: 2
**Charge**: -1

XYZ file:
```
19
Properties=species:S:1:pos:R:3:forces:R:3
C 1.331 -0.661 1.433 0.0 -0.1 -0.1
C 1.957 0.002 0.412 0.0 -0.2 0.0
N 1.365 -0.400 -0.761 -1.0 0.3 0.4
C 0.257 -1.176 -0.486 0.6 -0.4 0.3
C 0.232 -1.368 0.877 0.4 -0.2 0.0
C -0.584 -1.756 -1.568 -1.0 0.0 0.5
H 1.640 -0.776 2.455 0.0 0.5 0.2
H 2.669 0.809 0.438 0.3 -0.2 -0.1
H 1.392 0.124 -1.618 0.1 0.3 -0.3
H -0.393 -1.982 1.507 -0.3 -0.1 -0.4
H -1.635 -1.672 -1.258 0.1 0.1 -0.1
H -0.521 -1.220 -2.509 0.3 0.0 -0.1
H -0.444 -2.833 -1.687 0.4 0.0 -0.2
H -0.834 2.669 3.386 0.1 0.1 0.3
H -1.350 2.103 2.128 -0.1 -0.3 -0.8
O -1.450 2.006 3.072 0.0 0.2 0.3
H -1.792 1.518 -1.817 -0.1 0.0 -0.1
H -0.754 2.472 -2.431 -0.1 -0.1 0.0
O -1.085 2.139 -1.572 0.2 0.1 0.2
```
Positions in Å, forces in eV/Å.

These are the Mulliken partial charges, in e, on atoms 1 to 5:
1. C -0.467
2. C -0.858
3. N -0.096
4. C 0.655
5. C -0.588